Computed, not measured: 2 unconnected molecules or ions with the total composition C7H9N5 in a non-equilibrium geometry, with the ωB97M-V functional and the def2-TZVPD basis.

XYZ file:
```
21
Properties=species:S:1:pos:R:3:forces:R:3:lowdin_charge:R:1
C -3.2454 -2.1238 0.0477 0.164 0.244 -0.195 0.14
C -2.3065 -1.3732 0.1389 -1.255 -0.147 -0.003 -0.11
C -1.2072 -0.5022 0.3211 1.586 0.685 0.265 -0.19
N -1.0617 0.7614 0.1111 -0.669 -0.132 0.142 0.03
N -2.2818 1.3491 -0.2220 -1.232 1.147 0.150 -0.08
C -2.3347 2.6347 -0.3009 0.295 -1.710 -1.100 -0.02
H -4.1272 -2.7169 -0.1091 0.399 0.112 0.141 0.04
H -0.2897 -0.9339 0.7253 -0.336 -0.180 -0.287 0.07
H -3.3269 3.0593 -0.5456 0.728 -0.183 0.322 0.07
H -1.4259 3.2330 -0.3871 -0.068 0.155 0.549 0.07
N 1.8244 -2.0930 -0.4969 0.049 -0.571 -0.187 0.08
C 2.0395 -0.7480 -0.1809 0.232 -0.319 -0.018 -0.37
C 2.4114 0.3549 -0.9927 -0.575 -0.265 0.070 -0.12
N 2.3434 1.4947 -0.3218 0.048 -0.431 0.540 0.03
N 2.0167 1.1188 0.9172 0.482 0.359 0.068 -0.05
C 1.8924 -0.2279 1.0685 -0.121 0.910 0.500 -0.11
H 1.6511 -2.2472 -1.4780 -0.020 -0.066 0.030 0.08
H 1.1081 -2.5595 0.0674 0.491 0.410 -0.406 0.08
H 2.7009 0.3648 -2.0215 -0.043 -0.058 -0.391 0.09
H 1.8663 1.8241 1.6116 0.053 0.045 0.087 0.14
H 1.7531 -0.6694 2.0477 -0.208 -0.003 -0.277 0.13
```
Positions in Å, forces in eV/Å.

Multiplicity ... 1
Relative energy (zero: lowest compared OMol25 entry of this formula, charge and spin) ... 5.027 eV
Structure (SMILES) ... C#C/C=N\N=C.Nc1cn[nH]c1
Charge ... 0
HOMO-LUMO gap ... 7.84 eV

=====

Computed, not measured: a single C7H9N5 molecule in a non-equilibrium geometry, with the ωB97M-V functional and the def2-TZVPD basis.

XYZ file:
```
21
Properties=species:S:1:pos:R:3:forces:R:3:lowdin_charge:R:1
C 1.0139 -0.1013 0.0119 -2.980 -2.206 -0.079 0.06
C -2.1662 0.2582 1.0497 0.975 -0.574 -0.385 -0.13
C -4.5120 -0.9994 0.5663 -0.764 -0.236 -0.476 -0.14
C -3.3671 -1.4850 -0.0659 0.973 -0.709 -0.979 -0.04
C 2.3846 1.3111 -1.4740 0.743 2.796 -1.796 -0.08
C 3.4869 0.1211 0.5154 -3.158 -2.045 0.612 -0.03
C 2.1461 0.7408 -0.1110 2.230 0.198 1.413 -0.38
N 0.0020 -0.6883 -0.0033 2.082 2.661 0.382 0.05
N -1.0333 -1.3612 -0.1919 -0.236 -3.372 -1.574 0.00
N -3.3322 0.6501 1.5099 -0.625 1.415 1.777 -0.07
N -4.4777 0.0196 1.4539 -0.046 -1.279 -1.719 0.01
N -2.1931 -0.9455 0.3285 -1.118 2.151 0.592 -0.15
H -5.5185 -1.3614 0.2310 1.115 0.177 0.701 0.11
H -3.2860 -2.2315 -0.9282 -0.437 1.033 1.513 0.14
H 1.4673 1.6008 -2.0720 0.936 -0.590 0.856 0.10
H 3.0367 0.6809 -2.0588 -0.226 -0.613 -0.369 0.07
H 3.0336 2.2896 -1.4594 -1.300 -1.624 0.495 0.12
H 3.2593 -0.5691 1.3903 0.124 1.005 -1.020 0.11
H 3.9923 0.9326 0.8553 1.769 2.279 1.178 0.03
H 4.1261 -0.4215 -0.1315 0.241 -0.525 -1.110 0.06
H 1.9374 1.5594 0.5836 -0.298 0.057 -0.011 0.15
```
Positions in Å, forces in eV/Å.

Multiplicity ... 1
Relative energy (zero: lowest compared OMol25 entry of this formula, charge and spin) ... 8.056 eV
Charge ... 0
HOMO-LUMO gap ... 7.47 eV

=====

Computed, not measured: a single C7H9NO molecule in a non-equilibrium geometry, with the ωB97M-V functional and the def2-TZVPD basis.

XYZ file:
```
18
Properties=species:S:1:pos:R:3:forces:R:3:lowdin_charge:R:1
C -1.6773 -1.1403 -1.9677 1.182 -0.329 -1.069 -0.22
C -0.8116 0.0539 -0.4194 1.608 0.351 -1.028 -0.35
C -2.1698 -0.2101 -0.0384 -0.320 0.445 0.989 0.04
C -0.1489 1.4797 -0.0744 0.160 0.125 -0.330 0.00
C 0.5980 0.3023 0.5007 -1.915 -0.153 -0.086 -0.36
C 0.4029 -0.1052 1.9380 0.513 2.017 1.561 -0.05
C 1.9003 -0.2058 -0.1226 -3.829 0.430 -1.400 0.00
N -0.5819 -0.6004 -1.6949 1.184 1.110 0.464 0.12
O -2.6653 -0.9246 -1.0748 -0.737 -0.006 0.900 -0.01
H -1.7737 -1.7708 -2.8374 -0.757 -0.071 0.068 0.13
H 0.3102 2.0749 -0.9302 -0.528 -1.366 0.903 0.13
H -0.8137 2.2072 0.5023 0.957 -1.643 -0.333 0.13
H 1.1260 -0.7802 2.4258 -0.497 -0.385 -0.994 0.09
H -0.6226 -0.3235 2.1197 -0.626 -0.725 0.319 0.06
H 0.5642 0.7880 2.5800 -0.058 -0.054 -0.363 0.09
H 2.3643 0.6654 -0.4021 1.888 1.798 -0.799 0.06
H 1.5529 -0.7113 -1.0227 0.686 -0.303 -0.111 0.08
H 2.4461 -0.7992 0.5182 1.087 -1.240 1.309 0.06
```
Positions in Å, forces in eV/Å.

Multiplicity ... 1
Relative energy (zero: lowest compared OMol25 entry of this formula, charge and spin) ... 4.783 eV
Charge ... 0
HOMO-LUMO gap ... 9.03 eV

=====

Computed, not measured: a single C7H9NO molecule in a non-equilibrium geometry, with the ωB97M-V functional and the def2-TZVPD basis.

XYZ file:
```
18
Properties=species:S:1:pos:R:3:forces:R:3:lowdin_charge:R:1
C -1.1026 -1.8831 -0.8556 -0.103 1.076 0.608 0.04
C -1.0614 -0.8937 -1.7412 -0.017 -0.537 -0.331 -0.18
O -0.6757 0.4320 -1.5514 0.323 -0.242 1.845 0.00
N -0.3412 0.7137 -0.1958 -0.376 -0.423 -0.747 -0.09
C -1.2458 1.0731 0.7354 -1.425 0.867 -0.069 -0.10
C -0.6219 1.2333 1.9555 -0.430 -0.555 -1.120 -0.07
C 0.7191 0.8429 1.7087 0.844 0.055 0.788 -0.07
C 0.8644 0.5244 0.3934 0.988 -0.112 -1.503 -0.31
C 2.0039 0.0798 -0.4616 0.691 -0.942 0.890 -0.02
H -0.9255 -1.5959 0.1742 0.234 -0.261 0.131 0.06
H -1.4189 -2.9059 -1.0178 0.031 0.314 -0.499 0.06
H -1.3201 -0.9958 -2.7860 0.077 -0.018 -0.072 0.11
H -2.2292 1.2693 0.3503 -0.351 0.068 0.432 0.12
H -1.1260 1.5465 2.8554 0.251 -0.030 0.023 0.09
H 1.5565 0.7924 2.3954 -0.266 0.113 0.036 0.11
H 2.8946 -0.0618 0.1861 -0.432 0.207 -0.460 0.09
H 1.7677 -0.9227 -0.8614 0.155 0.418 -0.110 0.08
H 2.2620 0.7516 -1.2837 -0.194 0.002 0.158 0.08
```
Positions in Å, forces in eV/Å.

Multiplicity ... 1
Relative energy (zero: lowest compared OMol25 entry of this formula, charge and spin) ... 3.203 eV
Structure (SMILES) ... C=COn1cccc1C
Charge ... 0
HOMO-LUMO gap ... 9.23 eV

=====

Computed, not measured: a single C7H9NO molecule in a non-equilibrium geometry, with the ωB97M-V functional and the def2-TZVPD basis.

XYZ file:
```
18
Properties=species:S:1:pos:R:3:forces:R:3:lowdin_charge:R:1
C 0.7285 -0.4814 -0.9921 -7.270 -0.847 0.326 -0.04
C 2.0313 -0.3288 -1.2158 8.479 1.239 0.434 -0.19
C 0.3418 -0.3272 0.4586 -0.677 1.005 -1.080 -0.18
C 1.7707 -0.1564 1.1478 -3.274 -0.447 -4.349 -0.19
C -2.2401 0.0978 -0.5857 0.039 -0.872 1.599 -0.10
C -2.1273 1.0739 0.5511 -2.539 0.505 0.887 -0.16
C -1.2734 -0.0565 0.6070 3.672 -3.508 0.466 -0.18
N 2.6487 -0.0644 0.0029 1.652 1.067 -0.278 0.04
O 1.0618 -1.3610 1.2026 -0.478 -1.248 -0.161 0.01
H 0.1862 -0.6424 -1.9305 -1.039 0.149 1.133 0.12
H 2.7432 -0.5979 -1.9691 -0.422 -0.390 -0.660 0.09
H -2.9576 -0.7073 -0.5848 -0.496 0.289 0.069 0.09
H -2.1020 0.5344 -1.5348 1.063 0.094 -0.898 0.08
H -1.8639 2.0472 0.2970 1.006 1.380 -0.583 0.09
H -2.9361 1.1036 1.2613 -0.142 -0.010 0.363 0.10
H -1.6215 -0.8648 1.3152 0.257 0.984 -0.878 0.15
H 3.3654 0.6913 -0.0493 -0.572 -1.091 0.752 0.15
H 2.2444 0.0400 2.0185 0.740 1.703 2.858 0.11
```
Positions in Å, forces in eV/Å.

⟨S²⟩ ... 2.01
Multiplicity ... 3
Relative energy (zero: lowest compared OMol25 entry of this formula, charge and spin) ... 3.993 eV
Charge ... 0
HOMO-LUMO gap (alpha / beta) ... 5.41 / 7.56 eV

=====

Computed, not measured: a molecular structure, C7H9NO2 in a non-equilibrium geometry, with the ωB97M-V functional and the def2-TZVPD basis.

XYZ file:
```
19
Properties=species:S:1:pos:R:3:forces:R:3:lowdin_charge:R:1
C -1.6380 -0.5999 1.1854 -2.142 -4.438 0.883 -0.20
C -2.1933 -1.0387 -0.0771 -0.290 0.084 1.838 -0.10
C -1.7862 -0.2338 -1.0857 -4.331 0.183 -4.308 -0.16
C -0.8455 0.7694 -0.8692 -3.011 3.030 0.437 -0.14
C -0.7272 1.2782 0.4782 0.193 1.773 0.544 -0.16
C 1.4604 -0.3800 -0.0556 -0.682 -3.006 2.096 -0.43
C 2.2983 0.8035 0.0361 2.867 4.988 -0.199 -0.02
H -1.7465 -1.4907 1.8916 0.214 1.851 0.117 0.11
H -2.8617 -1.9912 -0.2182 1.436 2.177 0.560 0.14
H -2.4375 -0.2841 -2.1231 2.364 0.033 2.302 0.16
H -0.5472 1.2086 -1.8263 0.503 0.610 0.844 0.13
H -0.0366 2.0905 0.7985 -1.174 -0.026 -0.916 0.09
H 1.6951 -2.2597 0.2919 1.479 1.234 -0.315 0.15
H 1.7268 1.8414 0.2947 1.348 -2.845 -1.053 0.11
H 3.3475 0.9010 0.7572 -3.384 -1.189 -1.936 0.17
H 2.7422 0.8588 -1.0501 -0.705 0.348 1.842 0.13
N -1.0321 0.5253 1.5561 -1.051 0.153 -2.092 0.07
O 0.2303 -0.5085 -0.1741 10.061 -4.849 -0.046 -0.07
O 2.3511 -1.4901 0.1897 -3.696 -0.111 -0.598 0.03
```
Positions in Å, forces in eV/Å.

Multiplicity ... 1
Relative energy (zero: lowest compared OMol25 entry of this formula, charge and spin) ... 6.708 eV
Charge ... 0
HOMO-LUMO gap ... 7.95 eV

=====

Computed, not measured: a single C7H9NOS molecule in a non-equilibrium geometry, with the ωB97M-V functional and the def2-TZVPD basis.

XYZ file:
```
19
Properties=species:S:1:pos:R:3:forces:R:3:lowdin_charge:R:1
C 1.0104 -0.6483 0.9898 -3.472 2.274 1.340 -0.03
C 0.4964 0.0608 -0.2473 -1.943 -0.412 -1.221 -0.55
C 1.1189 -0.4302 -1.5800 0.954 -1.428 0.512 -0.04
N 0.5231 1.6039 -0.1437 0.558 -2.008 -1.909 0.08
O -0.7781 2.2290 -0.2652 0.920 2.414 0.460 -0.02
C -1.7686 1.4210 -0.4038 3.196 -8.761 0.400 -0.18
C -3.0652 1.1015 -0.2975 -1.776 0.299 0.405 -0.17
C -3.4372 -0.2741 -0.2037 2.761 0.836 0.718 -0.44
S -2.1395 -1.3501 -0.0704 -0.080 0.427 -0.643 1.03
C -0.9757 -0.2503 -0.3796 -1.392 5.897 -0.024 -0.41
H 2.0451 -0.5766 1.0980 1.646 -0.520 0.415 0.06
H 0.4585 -1.5784 1.0641 1.034 -0.700 -0.120 0.07
H 0.4385 -0.0549 1.8060 1.425 -0.862 -0.676 0.12
H 0.7053 0.1042 -2.3842 -0.382 1.201 -0.970 0.05
H 0.7850 -1.4879 -1.8587 0.712 1.104 0.969 0.11
H 2.2372 -0.3428 -1.6099 -0.941 -0.136 0.069 0.09
H 0.9468 1.8369 0.7243 -0.480 0.709 1.151 0.10
H -3.8779 1.7889 -0.1226 -0.042 0.448 -0.407 0.10
H -4.2510 -0.7269 -0.6157 -2.697 -0.785 -0.467 0.01
```
Positions in Å, forces in eV/Å.

Multiplicity ... 1
Relative energy (zero: lowest compared OMol25 entry of this formula, charge and spin) ... 5.462 eV
Structure (SMILES) ... CC1(C)NOc2ccsc21
Charge ... 0
HOMO-LUMO gap ... 7.88 eV

=====

Computed, not measured: a single C7H9NS2 molecule in a non-equilibrium geometry, with the ωB97M-V functional and the def2-TZVPD basis.

XYZ file:
```
19
Properties=species:S:1:pos:R:3:forces:R:3:lowdin_charge:R:1
C 1.3286 -2.6450 -0.4455 -0.605 0.150 0.948 0.14
C 0.9656 -1.6392 0.1110 0.604 1.105 -0.934 -0.06
C 0.5411 -0.2236 0.2602 -5.149 -3.627 2.110 -0.25
C -0.8424 -0.2222 1.4257 1.708 -1.534 -3.063 -0.50
C -0.7675 1.0240 2.1407 1.156 2.892 3.201 -0.18
S -2.2597 -0.3054 0.2489 0.318 -0.211 0.676 0.95
C -1.3522 0.1800 -1.1630 1.843 -0.249 2.192 -1.22
S -1.9535 0.5362 -2.5572 -2.292 0.656 -3.235 0.71
N -0.0281 0.2754 -0.9247 0.903 0.849 -0.300 -0.23
C 0.9789 0.7041 -1.9219 0.924 0.304 4.738 -0.01
H 1.4335 -3.6530 -0.7245 0.339 -0.481 -0.327 0.02
H 1.1871 0.4268 0.6791 2.558 1.824 1.331 0.10
H -0.8020 -1.1157 2.0336 0.022 -0.230 -0.086 0.09
H -0.4781 1.7817 1.4313 -0.209 0.707 -0.201 0.07
H 0.0247 1.1282 2.9864 -0.764 -0.845 -1.527 0.12
H -1.6348 1.3963 2.7201 -0.145 -0.532 -0.797 0.09
H 0.5140 0.8558 -2.7816 -1.818 0.850 -3.835 -0.02
H 1.5170 1.6240 -1.5450 -0.559 -0.956 -0.463 0.13
H 1.6277 -0.1285 -1.9735 1.168 -0.671 -0.427 0.08
```
Positions in Å, forces in eV/Å.

Multiplicity ... 1
Relative energy (zero: lowest compared OMol25 entry of this formula, charge and spin) ... 1.931 eV
Structure (SMILES) ... C#C[C@@H]1[C@@H](C)SC(=S)N1C
Charge ... 0
HOMO-LUMO gap ... 9.09 eV

=====

Computed, not measured: a single C7H9O2P molecule in a non-equilibrium geometry, with the ωB97M-V functional and the def2-TZVPD basis.

XYZ file:
```
19
Properties=species:S:1:pos:R:3:forces:R:3:lowdin_charge:R:1
C -0.0097 1.2103 1.0701 -0.195 -0.338 0.540 0.00
C -1.1677 0.2050 1.0587 0.544 0.921 0.023 -0.40
O -2.3530 0.5408 1.0571 1.733 -0.983 0.448 0.02
C -0.5925 -1.1760 1.1058 -1.351 0.389 -1.461 -0.04
C 0.1525 -1.7206 0.1580 1.608 -1.294 0.537 -0.09
C 0.8445 -1.1014 -1.0201 0.807 -2.761 -0.402 -0.20
C 0.2717 0.0507 -1.7116 -2.984 -0.926 0.795 -0.22
C -0.9844 0.4333 -1.7674 0.630 -0.905 0.189 -0.37
P -2.5395 0.5947 -2.1414 -0.868 0.410 -0.318 0.87
O -3.1651 1.7641 -1.1953 -0.347 -0.098 0.676 -0.41
H 0.6164 1.0928 0.1798 -0.299 0.201 0.435 0.06
H 0.6525 1.0709 1.9418 -0.412 -0.225 -0.171 0.10
H -0.4352 2.1821 1.1367 -0.157 1.034 -0.221 0.08
H -0.9731 -1.8320 1.8213 -0.528 -0.821 1.426 0.09
H 0.5872 -2.7537 0.3914 -1.029 1.332 -0.460 0.14
H 1.8529 -0.9545 -0.6371 0.328 0.594 -0.133 0.12
H 1.0600 -1.9738 -1.7684 -0.625 1.535 0.915 0.15
H 0.8373 0.6610 -2.2688 2.844 1.900 -2.013 0.07
H -3.1353 1.5947 -0.2193 0.299 0.034 -0.806 0.03
```
Positions in Å, forces in eV/Å.

Multiplicity ... 1
Relative energy (zero: lowest compared OMol25 entry of this formula, charge and spin) ... 3.116 eV
Structure (SMILES) ... CC(=O)/C=C\CC=C=PO
Charge ... 0
HOMO-LUMO gap ... 9.20 eV

=====

Computed, not measured: a single C7H9P molecule in a non-equilibrium geometry, with the ωB97M-V functional and the def2-TZVPD basis.

XYZ file:
```
17
Properties=species:S:1:pos:R:3:forces:R:3:lowdin_charge:R:1
H -1.1548 -3.0753 -0.9414 -1.829 0.590 -0.337 -0.18
P 0.0866 -2.8259 -0.4700 2.634 -0.494 0.480 0.86
C 0.2351 -1.2436 -0.0147 -2.160 2.083 0.409 -0.54
C 1.5225 -0.6053 0.5497 0.640 -1.431 -0.106 -0.25
C 1.2371 0.8523 0.6485 0.343 3.404 -0.012 -0.25
C -0.2474 0.9881 0.8942 -0.262 1.847 3.364 -0.22
C -0.9396 -0.0370 0.0734 -0.587 -2.905 1.061 -0.34
C -1.4430 0.3975 -1.1705 1.082 0.040 -0.335 -0.17
C -1.7134 0.7938 -2.2512 -1.157 0.888 -3.470 0.11
H 1.7358 -1.0270 1.6023 -0.050 0.438 -1.752 0.14
H 2.3392 -0.7935 -0.1997 -0.426 -0.151 1.182 0.12
H 1.7971 1.5138 1.3611 -0.243 -1.360 0.248 0.12
H 1.4698 1.5300 -0.2178 -0.211 -1.463 -0.268 0.13
H -0.5087 0.8181 1.9971 0.623 -0.390 -1.225 0.14
H -0.5184 2.0720 0.8742 -0.294 -0.870 -0.952 0.13
H -1.8978 -0.4289 0.5530 1.509 0.083 0.084 0.16
H -2.0001 1.0707 -3.2882 0.387 -0.308 1.629 0.05
```
Positions in Å, forces in eV/Å.

Multiplicity ... 1
Relative energy (zero: lowest compared OMol25 entry of this formula, charge and spin) ... 2.788 eV
Structure (SMILES) ... [H]/P=C1/CCC[C@H]1C#C
Charge ... 0
HOMO-LUMO gap ... 9.41 eV